# 1
A molecular structure, C47H46KN3P2STe, computed with ωB97M-V/def2-TZVPD.

```
101
Properties=species:S:1:pos:R:3
K 1.1522 -0.5141 -0.0607
Te 4.6082 0.1278 -0.2543
C 6.3652 -0.9846 -0.5716
C 6.4963 -1.7730 -1.7101
C 7.6643 -2.4874 -1.9259
C 8.6946 -2.4351 -0.9971
C 8.5584 -1.6632 0.1449
C 7.3965 -0.9317 0.3572
C 4.9927 1.4263 -1.8892
C 6.0550 2.3258 -1.8376
C 6.3677 3.1112 -2.9373
C 5.6143 3.0121 -4.0984
C 4.5515 2.1232 -4.1557
C 4.2448 1.3303 -3.0565
H 5.6868 -1.8310 -2.4269
H 7.7639 -3.0960 -2.8148
H 9.6015 -3.0016 -1.1632
H 9.3567 -1.6247 0.8743
H 7.2969 -0.3218 1.2457
H 6.6518 2.4012 -0.9375
H 7.2050 3.7950 -2.8890
H 5.8586 3.6226 -4.9583
H 3.9655 2.0331 -5.0620
H 3.4254 0.6258 -3.1168
C -3.2640 -1.5738 -2.1342
P -1.8812 -1.4490 -0.9000
C -2.0597 -2.8670 0.2324
C -2.8549 -3.9769 -0.0359
C -2.8085 -5.0911 0.7895
C -1.9500 -5.1196 1.8787
C -1.1350 -4.0294 2.1455
C -1.1975 -2.9143 1.3293
C -2.1821 0.0256 0.1579
C -1.9654 1.2625 -0.4490
C -2.1099 2.4431 0.2600
C -2.4282 2.4061 1.6091
C -2.5947 1.1820 2.2389
C -2.4766 0.0036 1.5195
P -5.1130 -1.3385 -2.0104
C -5.2824 0.4352 -1.5745
C -6.2625 0.9017 -0.6985
C -6.4686 2.2617 -0.5156
C -5.7153 3.1861 -1.2211
C -4.7624 2.7367 -2.1225
C -4.5544 1.3802 -2.2984
C -5.6302 -2.3035 -0.5483
C -5.3509 -1.9984 0.7806
C -5.6983 -2.8724 1.7968
C -6.3400 -4.0663 1.5002
C -6.6508 -4.3724 0.1856
C -6.3027 -3.4925 -0.8284
H -3.1252 -2.5638 -2.5831
H -2.9654 -0.9075 -2.9505
H -3.5211 -3.9863 -0.8875
H -3.4434 -5.9400 0.5731
H -1.9030 -5.9978 2.5089
H -0.4228 -4.0520 2.9605
H -0.5548 -2.0720 1.5510
H -1.6745 1.3037 -1.4927
H -1.9657 3.3921 -0.2400
H -2.5326 3.3259 2.1688
H -2.8204 1.1417 3.2963
H -2.6116 -0.9436 2.0253
H -6.8801 0.2022 -0.1551
H -7.2280 2.5968 0.1782
H -5.8801 4.2461 -1.0815
H -4.1791 3.4466 -2.6964
H -3.8105 1.0606 -3.0184
H -4.8479 -1.0785 1.0220
H -5.4612 -2.6257 2.8238
H -6.5987 -4.7550 2.2933
H -7.1640 -5.2943 -0.0527
H -6.5459 -3.7333 -1.8566
C 1.2432 -2.9775 6.2431
C 1.3132 -2.1182 5.0133
C 0.9142 -0.7793 5.0508
C 0.9737 -0.1013 3.8535
N 1.4097 -0.6519 2.7272
C 1.8210 -1.9451 2.7781
S 2.4440 -2.6944 1.3520
N 1.7467 -2.6912 3.9077
H 1.6252 -2.4454 7.1141
H 1.8170 -3.8880 6.0891
H 0.2074 -3.2498 6.4555
H 0.5664 -0.3083 5.9584
H 0.6512 0.9344 3.7835
C 1.6658 4.9525 -2.8959
C 1.6308 4.4919 -1.4351
C 2.9656 4.7810 -0.7412
C 0.4716 5.1556 -0.6885
C 1.4162 3.0328 -1.4269
N 1.2433 1.8991 -1.3880
H 1.8315 6.0308 -2.9209
H 0.7231 4.7385 -3.4005
H 2.4733 4.4641 -3.4359
H 3.0575 5.8569 -0.5853
H 3.8004 4.4409 -1.3499
H 3.0259 4.2854 0.2284
H 0.6442 6.2316 -0.6606
H 0.3943 4.7904 0.3354
H -0.4755 4.9693 -1.1944
```

## Properties
Multiplicity ... 1
Calculated total energy ... -106988.087 eV
Largest force on an atom ... 0.4 eV Å⁻¹

***

# 2
C21H29N3O2S in the gas phase, computed with ωB97M-V/def2-TZVPD.

```
56
Properties=species:S:1:pos:R:3
C 1.2239 3.4990 0.0458
H 0.9680 4.4795 -0.3440
H 2.2662 3.3036 -0.1923
H 1.1077 3.5061 1.1264
C 0.3024 2.4168 -0.5134
N 0.3866 2.2299 -1.9497
C 1.3504 1.5435 -2.5928
O 1.4135 1.4784 -3.8080
C 2.4127 0.8055 -1.7574
N 1.8815 -0.2078 -0.8879
C 2.1450 -0.3179 0.4491
C 1.4608 -1.3767 0.9752
C 0.7412 -1.9857 -0.0936
C -0.1194 -3.0789 -0.1783
C -0.6687 -3.3815 -1.4028
C -0.3712 -2.6228 -2.5396
C 0.4795 -1.5402 -2.4848
C 1.0345 -1.2216 -1.2500
H 0.7071 -0.9619 -3.3659
H -0.8188 -2.8956 -3.4834
H -1.3397 -4.2229 -1.4956
H -0.3365 -3.6674 0.7008
S 1.4143 -1.8761 2.6657
C 1.0883 -0.2543 3.4370
C -0.0423 0.5152 2.7660
O 0.0135 1.7223 2.6313
N -1.0760 -0.2440 2.3790
H -0.9967 -1.2474 2.4700
C -2.2757 0.2725 1.7583
C -2.3453 -0.0918 0.2593
H -1.3768 -0.4575 -0.0783
C -3.4212 -1.1805 0.1219
H -4.3333 -0.7554 -0.2983
H -3.0925 -1.9890 -0.5285
C -3.6897 -1.6589 1.5484
H -4.6810 -2.0943 1.6611
H -2.9535 -2.4099 1.8389
C -3.5095 -0.3913 2.3787
H -3.3734 -0.5877 3.4412
H -4.3748 0.2602 2.2543
H -2.5963 0.7822 -0.3390
H -2.2505 1.3532 1.9186
H 1.9956 0.3492 3.4276
H 0.8203 -0.4692 4.4726
H 2.7886 0.3861 0.9411
H 2.9813 1.5176 -1.1566
H 3.0916 0.3493 -2.4893
C -0.6521 2.8484 -2.7579
C -0.5498 4.3684 -2.8112
H -1.2802 4.7544 -3.5176
H -0.7470 4.8124 -1.8388
H 0.4419 4.6641 -3.1436
H -0.5472 2.4420 -3.7658
H -1.6259 2.5500 -2.3556
H 0.5047 1.4782 0.0008
H -0.7288 2.6881 -0.2810
```

## Properties
Multiplicity ... 1
Calculated total energy ... -41649.989 eV
Energy above the lowest of the compared OMol25 structures with the same formula, charge and spin ... 25.4 kcal/mol
Structure (SMILES) ... CCN(CC)C(=O)Cn1cc(SCC(=O)NC2CCCC2)c2ccccc21
Largest force on an atom ... 0.6 eV Å⁻¹

***

# 3
A molecular structure, C32H21CoN4S2, computed with ωB97M-V/def2-TZVPD.

```
60
Properties=species:S:1:pos:R:3
Co 0.0005 0.9139 -0.5180
S -6.0312 -1.2730 -3.3743
C -6.6022 -0.2488 -4.6065
C -5.7761 0.8152 -4.8159
C -4.6545 0.7977 -3.9575
C -4.6476 -0.2824 -3.1088
C -3.6563 -0.6238 -2.0949
C -2.5441 0.2205 -1.8844
N -1.6166 -0.0382 -0.9774
C -1.7246 -1.1519 -0.2168
C -2.7742 -2.0539 -0.3402
C -2.7741 -3.2036 0.5285
C -1.7865 -3.3992 1.4313
C -0.6930 -2.4691 1.5612
C 0.3742 -2.5964 2.4598
C 1.3833 -1.6442 2.5075
C 1.2926 -0.5555 1.6184
N 0.2911 -0.4204 0.7623
C -0.6887 -1.3585 0.7253
C 2.5124 -1.7261 3.4291
C 3.6297 -0.9290 3.4709
C 4.5314 -1.3000 4.4937
C 4.0840 -2.3682 5.2127
S 2.5755 -2.9281 4.6598
C -3.7473 -1.7640 -1.3067
H -7.5234 -0.4837 -5.1150
H -5.9636 1.5797 -5.5540
H -3.8926 1.5636 -3.9828
H -2.4136 1.1187 -2.4737
H -3.5867 -3.9133 0.4464
H -1.8021 -4.2666 2.0780
H 0.4062 -3.4559 3.1189
H 2.0454 0.2182 1.6204
H 3.8240 -0.1105 2.7919
H 5.4691 -0.8023 4.6872
H 4.5651 -2.8565 6.0448
H -4.5794 -2.4463 -1.4337
C 1.4013 4.7127 3.0192
C 0.2781 3.9748 2.6713
C 0.3622 3.0618 1.6339
C 1.5661 2.9032 0.9542
C 2.6984 3.6380 1.2957
C 2.6030 4.5434 2.3359
N 1.5652 1.9538 -0.0984
N 2.5777 1.7984 -0.8073
C 2.3563 0.8203 -1.7904
C 3.3371 0.5101 -2.7154
C 3.0623 -0.4688 -3.6659
C 1.8373 -1.1138 -3.6743
C 0.8426 -0.8043 -2.7358
C 1.1079 0.1771 -1.8107
H 1.3420 5.4280 3.8282
H -0.6530 4.1114 3.2027
H -0.5196 2.4810 1.3636
H 3.6216 3.5023 0.7507
H 3.4688 5.1269 2.6169
H 4.2868 1.0273 -2.6867
H 3.8120 -0.7286 -4.4000
H 1.6380 -1.8765 -4.4154
H -0.0986 -1.3367 -2.7599
```

## Properties
Net charge ... +2
Multiplicity ... 1
Calculated total energy ... -98767.639 eV
Largest force on an atom ... 0.1 eV Å⁻¹

***

# 4
A molecular structure, C53H53BrCoGe3N5Se, computed with ωB97M-V/def2-TZVPD.

```
117
Properties=species:S:1:pos:R:3
Co 0.0466 -0.5460 0.8017
C -5.3260 -0.4290 0.3176
C -4.1846 -0.6349 1.2709
C -4.3736 -0.9538 2.6115
C -3.2770 -1.1822 3.4175
C -2.0153 -1.0804 2.8589
Br -0.5294 -1.4525 3.9575
N -1.7966 -0.7562 1.5879
C -2.8806 -0.5466 0.8215
H -6.2145 -0.0758 0.8388
H -5.5816 -1.3684 -0.1772
H -5.0641 0.2895 -0.4588
H -5.3738 -1.0348 3.0194
H -3.3805 -1.4529 4.4576
H -2.6862 -0.3110 -0.2154
N 2.7217 0.3080 2.2059
C 2.9378 -0.2324 0.9452
C 4.2664 -0.4691 0.5734
C 4.5343 -0.9595 -0.6793
C 3.4709 -1.1996 -1.5495
C 2.1991 -0.9767 -1.0942
N 1.9163 -0.5100 0.1415
C 1.6500 1.0081 2.7393
C 1.8738 1.6822 3.9480
C 0.8568 2.4185 4.5005
C -0.3751 2.4707 3.8490
C -0.5145 1.7680 2.6808
N 0.4709 1.0377 2.1221
H 3.5518 0.3475 2.7733
H 5.0621 -0.2652 1.2779
H 5.5541 -1.1600 -0.9791
H 3.6229 -1.5776 -2.5502
H 1.3410 -1.1990 -1.7107
H 2.8427 1.6174 4.4260
H 1.0151 2.9508 5.4290
H -1.2041 3.0427 4.2392
H -1.4520 1.7795 2.1426
C -2.3488 -3.1107 -2.4243
Ge -0.5830 -3.7576 -1.8520
C 0.7327 -3.3574 -3.2528
C -0.7068 -5.6985 -1.6018
Ge -0.0214 -2.9426 0.3901
C -1.2667 -3.9898 1.5003
C -0.8403 -4.7917 2.5585
C -1.7533 -5.4725 3.3537
C -3.1148 -5.3568 3.1109
C -3.5571 -4.5870 2.0434
C -2.6379 -3.9230 1.2436
C 1.7879 -3.6204 0.8479
C 2.5451 -4.3825 -0.0431
C 3.8371 -4.7916 0.2656
C 4.4062 -4.4427 1.4812
C 3.6706 -3.6922 2.3878
C 2.3834 -3.2824 2.0665
H -2.4527 -3.2482 -3.5027
H -2.4845 -2.0507 -2.2014
H -3.1374 -3.6809 -1.9329
H 0.5177 -3.9809 -4.1230
H 1.7503 -3.5699 -2.9248
H 0.6748 -2.3168 -3.5721
H -1.0607 -6.1893 -2.5105
H -1.4098 -5.9117 -0.7961
H 0.2595 -6.1255 -1.3331
H 0.2193 -4.8883 2.7666
H -1.4008 -6.0996 4.1632
H -3.8270 -5.8685 3.7455
H -4.6176 -4.5074 1.8344
H -2.9980 -3.3413 0.3998
H 2.1194 -4.6778 -0.9947
H 4.3976 -5.3888 -0.4432
H 5.4129 -4.7589 1.7228
H 4.0976 -3.4321 3.3495
H 1.8254 -2.6936 2.7881
C -0.4213 3.3781 -3.0158
Ge -0.1837 2.7586 -1.1622
C -1.7783 3.2896 -0.1747
C -3.0542 2.8192 -0.4898
C -4.1569 3.2247 0.2496
C -3.9978 4.0966 1.3183
C -2.7347 4.5673 1.6448
C -1.6317 4.1570 0.9088
C 1.3911 3.7274 -0.5460
C 2.4592 3.0208 -0.0568
C 3.6954 3.6390 0.2287
C 3.8567 4.9631 -0.0413
C 2.7838 5.7345 -0.5543
C 2.9719 7.1048 -0.8640
C 1.9439 7.8651 -1.3349
C 0.6613 7.2948 -1.4777
C 0.4497 5.9777 -1.1884
C 1.5144 5.1382 -0.7670
H -0.2604 4.4527 -3.0723
H -1.4348 3.1447 -3.3399
H 0.2844 2.9062 -3.6927
H -3.1898 2.1583 -1.3375
H -5.1453 2.8699 -0.0152
H -4.8594 4.4135 1.8917
H -2.6093 5.2624 2.4657
H -0.6476 4.5301 1.1722
H 2.3735 1.9524 0.0837
H 4.5145 3.0531 0.6270
H 4.8085 5.4514 0.1300
H 3.9552 7.5357 -0.7188
H 2.0999 8.9074 -1.5786
H -0.1630 7.9087 -1.8161
H -0.5529 5.5785 -1.2636
Se -0.9292 0.4891 -1.9253
C -0.1315 0.2237 -3.6321
C -0.9119 -0.3560 -4.6226
C -0.3497 -0.5402 -5.8776
N 0.8919 -0.1845 -6.1946
C 1.6219 0.3837 -5.2390
C 1.1665 0.6021 -3.9473
H -1.9314 -0.6621 -4.4275
H -0.9326 -0.9965 -6.6697
H 2.6260 0.6832 -5.5192
H 1.8138 1.0591 -3.2093
```

## Properties
Net charge ... +1
Multiplicity ... 2
Calculated total energy ... -405832.476 eV
Energy above the lowest of the compared OMol25 structures with the same formula, charge and spin ... 24.5 kcal/mol
Largest force on an atom ... 2.4 eV Å⁻¹

***

# 5
A molecular structure, C15H19N3O4, computed with ωB97M-V/def2-TZVPD.

```
41
Properties=species:S:1:pos:R:3
C 2.8020 0.7129 -0.5858
C 2.7944 -0.7820 -0.9557
C 3.4351 0.8042 0.8075
C 3.9194 2.3933 0.6800
C 0.4495 -1.3783 -0.4411
C 0.6050 -2.4496 0.7310
C -0.7939 -1.6913 -1.2117
C -2.0551 -1.3397 -0.5795
C -3.0080 -2.2721 -0.0544
C -2.6406 -0.0793 -0.3335
C -3.8275 -0.2092 0.4038
C -2.1159 1.1775 -0.6827
C -4.6192 0.8902 0.7060
C -3.0192 2.3003 -0.5447
C -4.2333 2.1476 0.1986
H 0.8218 1.0352 -1.4551
H 0.9690 1.1831 0.1753
H 3.4988 1.0254 -1.3736
H 4.4130 0.3745 0.8064
H 3.2003 0.5663 2.9083
H 4.8498 2.2952 -0.1347
H 4.4939 2.7006 1.6211
H 3.0909 3.2079 0.4437
H 1.8891 -2.3823 -1.4843
H 0.2386 -0.3624 0.0036
H -0.6693 -0.9919 -2.1188
H -0.8483 -2.7021 -1.5368
H -2.8272 -3.3303 0.2221
H -5.1089 -1.9385 0.7320
H -1.0679 1.2022 -1.0783
H -5.7175 0.9087 1.1459
H -2.8057 3.2449 -1.1034
H -4.7621 3.0890 0.4196
H 1.7812 -1.3062 1.6817
N 1.4445 1.3704 -0.6766
N 1.6697 -1.4317 -1.2659
N -3.9094 -1.4832 0.7006
O 3.8665 -1.4413 -1.2125
O 2.4991 0.6028 1.8755
O 0.0772 -3.5051 0.6603
O 1.2205 -2.1558 1.9062
```

## Properties
Multiplicity ... 1
Calculated total energy ... -28518.837 eV
Energy above the lowest of the compared OMol25 structures with the same formula, charge and spin ... 142.9 kcal/mol
Largest force on an atom ... 9.1 eV Å⁻¹

***

# 6
10 unconnected molecules or ions with the total composition H20O10, computed with ωB97M-V/def2-TZVPD.

```
30
Properties=species:S:1:pos:R:3
H -0.1601 0.3863 0.5673
H 1.3591 0.4162 0.5341
H 1.4351 5.9319 -0.7336
H 1.7672 4.6966 0.0872
H -2.9043 2.9541 2.7333
H -1.7749 1.9844 2.4261
H -0.3413 -0.2855 -2.3784
H -0.4452 -0.7344 -0.9300
H 0.0832 -2.5853 2.5138
H -0.2305 -3.3914 1.2640
H -2.6485 -0.7723 -0.7511
H -2.3771 -1.8468 0.2889
H -1.6571 -3.6150 -0.8721
H -2.2447 -2.7733 -1.9929
H 3.6845 -0.1643 1.2573
H 2.5953 -1.1778 0.9465
H 5.0679 -0.2832 -1.7583
H 5.2363 -1.2762 -0.6201
H -2.7915 0.7481 -1.8560
H -3.2873 2.1143 -1.4114
O 0.6140 -0.1731 0.6971
O 1.1113 5.0483 -0.5253
O -2.7358 2.0599 2.4155
O -0.8962 -0.7978 -1.7795
O 0.2080 -2.5850 1.5580
O -2.7857 -0.9808 0.1798
O -2.2552 -2.8769 -1.0347
O 3.4820 -1.1047 1.3173
O 5.4817 -0.3853 -0.8939
O -2.5902 1.4689 -1.2487
```

## Properties
Multiplicity ... 1
Calculated total energy ... -20798.296 eV
Energy above the lowest of the compared OMol25 structures with the same formula, charge and spin ... 99.6 kcal/mol
Structure (SMILES) ... O.O.O.O.O.O.O.O.O.O
Largest force on an atom ... 2.6 eV Å⁻¹

***

Which of these has the highest largest force on an atom?
C15H19N3O4

***

Among the records above, which one has the highest multiplicity?
C53H53BrCoGe3N5Se

***

Which value of calculated total energy does entry 1 give?
-106988.087 eV